(1)
{
  "formula": "C8H7N3",
  "method": "ωB97M-V with the def2-TZVPD basis set",
  "largest_force_ha_per_bohr": 0.0732,
  "gap_ev": 9.252,
  "lumo_ev": 0.478,
  "homo_energy_ha": -0.322,
  "smiles": "N#C/C(N)=N/c1ccccc1",
  "elements": ["N", "C", "C", "N", "N", "C", "C", "C", "C", "C", "C", "H", "H", "H", "H", "H", "H", "H"],
  "coordinates": [[2.7203, 3.1743, 2.1917], [1.8727, 2.5235, 1.7320], [0.9394, 1.5525, 1.2504], [0.3340, 0.8316, 2.1793], [0.8295, 1.3521, -0.0251], [0.1625, 0.2450, -0.4242], [-1.0599, 0.4109, -0.9788], [-1.8308, -0.6369, -1.5847], [-1.1838, -1.8817, -1.6424], [0.1011, -1.9961, -1.1004], [0.7877, -1.0347, -0.4351], [0.2103, 1.2913, 3.0580], [-0.1488, 0.0848, 1.7831], [-1.5145, 1.4090, -0.9882], [-2.8065, -0.4975, -2.0010], [-1.7918, -2.7868, -1.7698], [0.6186, -2.8955, -1.3130], [1.7602, -1.1460, 0.0683]],
  "atomic_forces_ev_per_a": [[-1.56, -0.94, -0.78], [2.01, 1.79, 0.95], [0.27, 0.13, -3.01], [0.80, 0.82, 1.25], [2.09, 2.03, 2.29], [0.20, -1.84, -0.60], [-3.36, 0.03, -1.69], [2.69, -0.41, 1.02], [-1.37, 0.83, 1.06], [0.03, -1.14, -0.52], [-0.28, 1.87, 0.31], [-0.42, -0.66, 0.50], [-1.55, -1.45, 0.25], [0.40, -0.27, 0.08], [-0.38, 0.23, 0.06], [0.61, 0.30, -0.85], [0.26, -1.14, 0.32], [-0.44, -0.17, -0.64]]
}

(2)
{
  "formula": "C31H51CuN10OPS",
  "method": "ωB97M-V with the def2-TZVPD basis set",
  "largest_force_ha_per_bohr": 0.0605,
  "gap_ev": [8.490, 7.326],
  "spin_multiplicity": 2,
  "lumo_ev": [-4.698, -5.845],
  "homo_energy_ha": [-0.485, -0.484],
  "charge": 2,
  "elements": ["Cu", "S", "C", "C", "C", "N", "C", "C", "C", "C", "C", "N", "C", "C", "H", "H", "H", "H", "H", "H", "H", "H", "C", "N", "C", "C", "C", "C", "C", "C", "C", "C", "H", "H", "H", "H", "H", "H", "H", "H", "H", "H", "H", "H", "H", "C", "N", "C", "P", "O", "N", "C", "C", "N", "C", "C", "H", "H", "H", "H", "H", "H", "H", "H", "H", "H", "H", "H", "H", "H", "H", "H", "H", "H", "C", "N", "C", "N", "C", "N", "C", "N", "C", "C", "H", "H", "H", "H", "H", "H", "H", "H", "H", "H", "H", "H"],
  "coordinates": [[-1.0280, 0.1367, 0.5912], [-1.4764, 4.1143, -4.5437], [-1.2550, 3.0053, -3.1868], [-1.9358, 3.3185, -2.0355], [-1.7393, 2.5675, -0.9201], [-0.9531, 1.4610, -0.8847], [-0.3491, 1.1102, -2.0699], [-0.4880, 1.8234, -3.2015], [-0.5392, 3.3209, -5.8505], [0.8145, 3.5037, -6.0218], [1.4405, 2.7252, -7.0143], [0.7915, 1.8401, -7.7837], [-0.5248, 1.6320, -7.5873], [-1.2503, 2.4330, -6.6556], [-2.6834, 4.0764, -1.9228], [-2.2169, 2.7109, 0.0071], [0.2867, 0.2684, -1.9858], [0.0031, 1.4539, -4.1271], [1.4062, 4.2477, -5.4474], [2.4900, 2.7163, -7.1251], [-1.0647, 0.9461, -8.2474], [-2.2833, 2.3639, -6.6152], [0.1063, 3.3313, 2.4727], [0.5314, 2.4313, 3.6338], [1.9681, 2.3176, 3.6502], [-0.1338, 1.0616, 3.6597], [-1.6239, 1.1283, 3.3859], [-2.4438, 1.2489, 4.5394], [-3.8025, 1.2414, 4.3833], [-4.2650, 1.1793, 3.0992], [-3.4996, 1.0840, 1.9537], [-2.0569, 1.0299, 2.0583], [0.6803, 4.2650, 2.5827], [-0.9843, 3.5254, 2.5922], [0.2250, 2.8424, 1.5476], [0.2236, 3.0220, 4.4397], [2.2211, 1.7472, 2.7517], [2.2934, 1.7598, 4.5628], [2.5666, 3.2191, 3.4917], [0.1157, 0.5942, 4.6712], [0.2991, 0.4357, 2.8896], [-1.9712, 1.1962, 5.4975], [-4.5106, 1.2141, 5.2141], [-5.3262, 1.2778, 2.9749], [-4.0232, 1.0053, 1.0059], [4.1347, 0.0611, 1.5082], [2.7199, -0.4329, 1.4507], [2.6500, -1.5229, 2.4195], [2.1124, -0.7574, -0.0851], [0.6406, -0.8450, -0.0032], [2.7279, -2.1199, -0.8039], [2.0074, -3.1096, -1.5372], [4.2113, -2.3406, -0.9501], [2.6576, 0.5042, -0.9992], [2.3286, 1.8714, -0.5543], [3.2853, 0.4381, -2.3471], [4.4474, 0.3246, 2.5298], [4.2655, 0.8513, 0.7981], [4.8327, -0.7774, 1.3473], [2.9473, -1.2638, 3.4291], [3.2654, -2.3795, 2.0783], [1.5724, -1.9304, 2.4741], [2.4653, -4.1150, -1.2765], [2.0007, -2.9107, -2.6287], [0.9582, -3.2435, -1.2373], [4.8336, -1.5116, -0.7507], [4.3559, -2.6098, -1.9895], [4.5652, -3.1501, -0.2434], [1.6896, 1.7709, 0.3172], [1.8617, 2.4595, -1.3370], [3.2201, 2.3696, -0.2770], [3.2718, -0.5284, -2.7155], [4.3042, 0.8114, -2.2285], [2.7385, 1.1414, -2.9574], [-0.8574, -2.6319, 1.6569], [-1.8593, -1.7741, 0.9193], [-2.0858, -2.3616, -0.4506], [-2.4257, -3.7790, -0.4088], [-1.4858, -4.5196, 0.4380], [-1.3558, -3.9289, 1.7509], [-2.6009, -4.0543, 2.4162], [-3.6125, -3.2806, 1.6530], [-3.2040, -1.9345, 1.6505], [-3.6837, -3.8534, 0.2915], [-0.7485, -2.1559, 2.6216], [0.0862, -2.6387, 1.1213], [-1.1753, -2.2290, -0.9795], [-2.8821, -1.8690, -0.9593], [-0.5278, -4.5108, -0.0559], [-1.7542, -5.5671, 0.5042], [-2.5666, -3.7470, 3.4731], [-2.9344, -5.0896, 2.4516], [-3.0585, -1.5661, 2.6682], [-3.9739, -1.2709, 1.1274], [-4.4916, -3.3265, -0.2416], [-3.9086, -4.8997, 0.4915]],
  "atomic_forces_ev_per_a": [[-0.43, -0.28, 0.47], [0.36, -0.13, 0.17], [0.16, -0.02, -1.52], [-0.46, 0.20, 0.87], [1.11, -2.17, 0.11], [0.18, 0.65, -1.47], [-0.80, 0.35, 2.25], [0.32, 0.58, -1.88], [-0.96, -0.32, 0.18], [1.13, 0.18, -0.26], [-1.73, -0.39, 0.47], [-0.52, -0.57, 0.51], [0.02, 2.09, 0.43], [2.69, -0.85, -1.01], [-0.01, 0.69, -0.46], [-0.76, 0.67, 0.84], [0.31, -0.79, -0.25], [-0.39, 0.51, 0.74], [-0.58, -0.71, -0.33], [1.04, 0.42, -0.31], [0.42, 0.11, 0.25], [-1.80, -0.25, 0.35], [-1.20, 0.63, 1.72], [-1.26, 1.96, -0.20], [2.14, -1.38, -0.07], [-0.54, -0.48, 1.22], [0.88, 0.15, 0.83], [0.59, -0.49, -1.14], [0.13, -0.13, 0.85], [-1.36, 0.54, -1.19], [1.84, 0.19, 0.40], [-2.05, -0.49, 0.29], [-0.23, -0.46, -0.27], [0.87, -0.04, -0.04], [0.50, -0.61, -1.03], [0.12, -1.08, -0.32], [0.04, -0.45, 0.26], [-0.18, 0.54, -0.79], [-0.73, 0.37, 0.63], [-0.30, 0.76, -1.27], [0.68, 0.21, -0.24], [0.13, 0.19, 0.54], [0.37, 0.21, -0.19], [-0.49, -0.27, -0.16], [0.19, 0.09, -0.04], [0.00, -1.11, 0.44], [1.52, 0.26, 0.39], [-2.37, -1.95, -0.53], [1.86, 0.01, -1.21], [-1.20, -0.24, 0.17], [1.39, 1.26, 1.18], [-0.77, -1.90, -0.13], [-1.10, -1.45, 0.76], [-0.39, 0.21, -0.16], [-0.12, -1.29, -0.14], [-0.01, 2.06, 2.29], [-0.74, 0.53, -0.20], [0.41, 0.36, -0.13], [-0.15, 0.25, -0.56], [0.12, 0.45, -0.02], [-0.11, 0.32, 0.30], [1.63, 0.67, 0.01], [-0.39, 1.05, -0.77], [0.25, -0.33, 0.46], [0.27, 0.53, 0.09], [0.25, 1.31, 0.25], [0.33, -0.33, -0.08], [-0.51, 0.58, -0.98], [-0.20, 0.34, 0.02], [-0.32, -0.07, -0.13], [1.02, 0.75, 0.41], [-0.05, -1.79, -0.85], [0.13, -0.14, -0.37], [-0.13, -0.02, -0.57], [-0.79, 1.06, -0.56], [-0.63, 0.49, -0.33], [0.78, -0.94, 0.92], [-0.19, 0.19, 0.43], [0.84, 0.24, -0.85], [1.07, -2.31, 0.45], [-1.51, 0.27, 0.57], [-0.09, -0.80, 0.67], [-0.09, 1.70, -0.98], [-1.11, -0.01, 0.93], [0.16, 0.00, 0.50], [-0.07, 0.10, -0.05], [0.88, 0.12, -0.67], [-0.61, 0.70, -0.24], [0.58, 0.12, -0.15], [-0.41, -0.07, 0.10], [0.09, 0.35, -0.40], [0.18, -0.15, -0.20], [-0.11, 0.02, -0.03], [1.11, -0.93, 0.60], [0.28, -0.39, -0.02], [-0.42, -0.05, -0.58]]
}

(3)
{
  "formula": "C7H15N2O",
  "method": "ωB97M-V with the def2-TZVPD basis set",
  "largest_force_ha_per_bohr": 0.0996,
  "gap_ev": 10.197,
  "lumo_ev": -3.026,
  "homo_energy_ha": -0.486,
  "smiles": "C=C(O)N/C(=[NH+]\\C)C(C)C",
  "charge": 1,
  "elements": ["C", "C", "O", "N", "C", "N", "C", "C", "C", "C", "H", "H", "H", "H", "H", "H", "H", "H", "H", "H", "H", "H", "H", "H", "H"],
  "coordinates": [[2.9627, -1.0797, -0.5283], [2.2064, -0.4837, 0.4051], [2.6797, 0.3876, 1.3371], [0.8587, -0.6328, 0.4779], [-0.2217, 0.0766, 0.1546], [-0.2318, 1.0889, -0.6226], [0.8907, 1.9311, -0.8845], [-1.4941, -0.5476, 0.6157], [-2.6680, 0.3052, 1.1305], [-2.0391, -1.2079, -0.7168], [4.1316, -0.8917, -0.4418], [2.5281, -1.7883, -1.3024], [3.5731, 0.5152, 1.1355], [0.5990, -1.5918, 0.8432], [-1.1970, 1.6005, -0.7302], [0.9157, 2.2154, -1.9458], [0.7593, 2.8328, -0.4051], [1.7703, 1.2799, -0.6629], [-1.1386, -1.3031, 1.4220], [-3.5355, -0.0237, 0.6119], [-2.4474, 1.3655, 0.7739], [-2.7199, 0.1539, 2.2229], [-2.7528, -1.9133, -0.4908], [-1.1438, -1.8870, -1.0268], [-2.2854, -0.4022, -1.3720]],
  "atomic_forces_ev_per_a": [[1.62, -0.26, 0.10], [2.95, 0.59, -1.57], [-2.38, -0.52, 0.27], [-2.63, -2.88, 1.39], [-0.07, -1.23, 1.06], [-3.41, 3.01, -0.44], [1.55, -2.03, -2.40], [-0.72, -1.83, 0.01], [2.26, 1.25, 0.09], [4.84, -1.12, 1.25], [-2.67, -0.71, -0.50], [0.77, 1.17, 1.16], [2.42, 0.52, -0.13], [0.30, 1.73, -0.34], [2.37, -1.58, 0.29], [0.05, -0.46, 0.10], [0.33, 1.79, 1.74], [-0.41, 1.64, -0.22], [-1.11, 0.96, -1.46], [-0.91, -0.16, 0.03], [-0.72, -0.96, 1.12], [-0.35, 0.78, -0.59], [-2.20, -1.04, 0.34], [-1.54, 1.35, -0.54], [-0.33, -0.01, -0.79]]
}